A molecular structure, C32H48FI4N2O9PS. Source: OMol25; level of theory: wB97M-V/def2-TZVPD.

Total charge: 0
E_tot: -4064.84533 a.u.

```
98
Properties=species:S:1:pos:R:3:forces:R:3:mulliken_charge:R:1
C 4.221176 -0.783472 4.099269 -0.02 0.06 -0.05 -1.480
C 3.027239 -0.694348 3.206914 -0.02 0.14 0.15 0.527
I 3.273182 -1.633854 1.354834 -0.04 -0.02 -0.16 0.127
C 1.871730 -0.089615 3.459874 0.30 -0.30 -0.19 -1.894
I 1.570353 0.883741 5.284734 -0.07 0.07 0.14 0.094
C 0.736193 -0.059320 2.517851 -0.36 -0.36 0.13 0.486
C -0.189844 -1.175293 2.483289 -0.08 0.17 0.06 -0.061
I 0.090846 -2.680940 3.905655 0.10 0.06 0.13 0.171
C -1.229694 -1.238986 1.598935 0.19 -0.24 0.13 0.714
P -2.534390 -2.518735 1.318251 -0.41 0.17 -0.63 0.021
O -3.218528 -2.622764 2.823277 0.32 -0.08 0.10 -0.336
I -1.323570 -4.610915 1.107437 -0.02 -0.21 0.11 -0.135
C -1.371126 -0.130401 0.711631 0.01 0.00 -0.12 0.580
N -2.324584 0.010745 -0.218716 -0.18 -0.07 0.05 -0.622
S -2.061032 1.406060 -0.937764 -0.15 0.15 0.52 0.098
N -0.767469 1.917543 -0.151796 -0.01 0.11 -0.05 -0.325
C -0.474730 0.970688 0.746370 -0.23 0.01 -0.04 0.436
C 0.590551 1.000665 1.676500 0.18 0.30 -0.22 0.162
C 1.533480 2.169928 1.701341 0.13 -0.33 0.05 -0.607
C 1.079101 3.208842 2.672355 -0.60 0.21 0.20 0.553
O -0.027478 3.418148 3.048458 0.55 0.04 -0.10 -0.512
F 2.104186 3.998609 3.084098 -0.09 -0.03 -0.11 -0.314
H 4.874348 0.072085 3.926952 0.09 0.06 -0.02 0.293
H 4.785041 -1.684127 3.884375 0.08 -0.09 0.06 0.431
H 3.928381 -0.773552 5.145051 -0.04 -0.04 0.10 0.420
H -3.500041 -1.729553 3.059208 -0.11 -0.03 0.19 0.304
H 1.572200 2.686111 0.740929 -0.09 -0.09 -0.09 0.304
H 2.534756 1.821819 1.942356 0.12 0.18 0.09 0.509
C -3.109545 -7.648965 6.062256 0.07 -0.13 -0.12 -1.144
C -3.064696 -6.879646 4.760787 -0.02 0.05 0.05 0.746
O -2.725126 -7.407123 3.727699 0.02 -0.07 -0.01 -0.555
C -3.461525 -5.427207 4.822884 0.09 -0.09 -0.20 -0.566
H -2.802434 -8.677683 5.889348 0.00 -0.01 0.00 0.318
H -2.441605 -7.187582 6.791270 -0.07 0.05 0.05 0.297
H -4.121992 -7.636807 6.468861 0.02 0.07 0.06 0.320
H -2.805573 -4.886436 5.508769 -0.13 0.03 0.09 0.210
H -4.488872 -5.338080 5.181213 0.04 0.05 0.12 0.368
H -3.386026 -4.988605 3.832622 0.00 0.04 -0.02 -0.014
C 0.491992 6.425856 0.655634 -0.05 -0.30 0.23 -1.212
C 1.063655 5.597253 -0.467995 -0.50 0.63 0.43 0.347
O 1.087152 4.389892 -0.419270 0.22 -0.03 -0.05 -0.433
C 1.600577 6.345232 -1.664275 -3.29 -1.89 6.05 -0.937
H 0.132993 5.776429 1.450856 -0.02 0.02 0.06 0.239
H 1.256777 7.095014 1.053353 -0.02 0.08 -0.03 0.344
H -0.337847 7.030898 0.286798 0.04 0.08 -0.03 0.368
H 2.408504 7.011300 -1.356353 -0.32 -0.01 0.65 0.490
H 0.809700 6.947227 -2.114943 0.00 -0.23 0.45 0.408
H 1.974674 5.634820 -2.398060 -3.65 -2.05 4.09 0.254
C -3.749682 -0.841567 8.446228 0.00 -0.17 0.06 -1.207
C -3.154716 -1.660970 7.324765 -0.02 0.05 0.02 0.727
O -3.024843 -2.858807 7.417887 0.01 -0.02 -0.01 -0.513
C -2.729502 -0.908038 6.087947 0.00 -0.17 -0.02 -0.446
H -4.012519 -1.493996 9.275068 0.00 -0.01 0.00 0.328
H -3.029701 -0.095894 8.787057 -0.04 0.07 -0.05 0.321
H -4.643682 -0.322490 8.097069 0.04 0.08 -0.01 0.325
H -1.968688 -0.167910 6.343854 -0.06 0.07 -0.03 0.287
H -3.587068 -0.389196 5.653857 0.02 0.11 0.06 0.363
H -2.317739 -1.607599 5.365634 0.00 -0.01 -0.03 -0.209
C -1.235697 -2.654740 -3.179227 -0.18 0.03 0.18 -1.057
C -0.064845 -2.521165 -2.245581 0.01 -0.05 -0.26 0.535
O -0.208751 -2.219612 -1.082157 0.08 0.16 0.19 -0.076
C 1.298393 -2.767447 -2.839220 0.09 -0.04 0.20 -0.658
H -2.162755 -2.463084 -2.641346 0.03 0.01 0.05 0.272
H -1.128624 -1.939821 -3.997282 0.06 -0.11 -0.10 0.231
H -1.261166 -3.657188 -3.607533 0.06 0.05 -0.13 0.430
H 1.472443 -2.067071 -3.656893 -0.06 -0.06 -0.03 0.079
H 1.348718 -3.783416 -3.235884 -0.04 0.01 -0.07 0.356
H 2.060020 -2.638507 -2.071910 -0.01 -0.01 0.01 0.122
C -0.151716 1.175566 -3.231516 0.32 -0.23 -0.36 -0.232
C 0.623097 0.936194 -4.504795 -0.07 0.03 0.11 0.430
O 0.951700 -0.178069 -4.853454 -0.03 0.16 0.00 -0.448
C 0.971422 2.156913 -5.314401 0.15 -0.32 -0.27 -1.206
H -0.343755 0.230680 -2.726803 0.04 -0.02 -0.04 -0.253
H 0.414626 1.831655 -2.567887 -0.06 0.10 -0.03 0.315
H -1.101317 1.662045 -3.460577 0.11 0.08 -0.07 0.452
H 1.578047 2.832331 -4.716713 -0.08 0.10 0.06 0.129
H 0.061669 2.680504 -5.608571 0.00 0.11 0.10 0.347
H 1.522271 1.857156 -6.204095 -0.02 -0.02 0.00 0.363
C 2.429183 6.698746 -3.531456 3.49 1.65 -5.32 -1.172
C 1.315093 5.926367 -4.195708 0.10 0.18 -1.10 1.034
O 0.907987 4.882133 -3.742341 -0.08 -0.22 -0.40 -0.548
C 0.735725 6.520502 -5.456450 -0.09 -0.17 0.07 -1.427
H 2.760595 6.169275 -2.641645 3.86 2.13 -3.82 0.229
H 3.269574 6.810198 -4.218204 -0.17 0.32 -0.84 0.555
H 2.079528 7.693934 -3.251593 0.49 -0.09 -0.44 0.354
H 1.514631 6.623921 -6.213502 0.01 0.09 0.06 0.343
H 0.323338 7.509270 -5.250058 0.07 0.07 -0.03 0.363
H -0.052219 5.875116 -5.836363 -0.03 -0.01 0.01 0.328
C 1.646843 -2.721105 -6.817515 -0.22 -0.09 0.10 -0.942
C 1.006509 -4.071066 -6.587612 0.07 0.18 -0.01 0.884
O -0.031640 -4.168858 -5.976169 -0.06 -0.12 0.03 -0.522
C 1.717267 -5.281871 -7.143274 -0.15 -0.06 0.08 -1.218
H 1.038716 -1.952233 -6.347844 0.07 0.00 -0.05 0.108
H 2.645024 -2.701362 -6.375763 0.05 0.00 -0.10 0.305
H 1.732995 -2.522959 -7.887699 0.11 -0.03 0.00 0.442
H 2.716798 -5.358223 -6.712435 0.05 0.04 -0.07 0.315
H 1.814829 -5.193367 -8.226359 0.09 0.03 0.00 0.336
H 1.152524 -6.179770 -6.904653 -0.01 0.00 0.00 0.333
```
Forces are in eV/Å.